115
Properties=species:S:1:pos:R:3:forces:R:3 method="wB97M-V/def2-TZVPD" lumo_ev="-4.86 / -7.68" charge=+2 multiplicity=5
Pd 0.92624 -0.67352 -0.16423 1.089 -0.242 -0.789
C 2.24393 3.09360 -0.32360 0.111 -0.460 -0.199
P 1.30807 1.67884 0.38494 -0.265 0.843 0.814
C -0.37941 2.28549 0.10973 -0.039 0.247 0.465
N -0.79375 3.41181 0.64676 0.502 -0.152 -0.168
C -2.00017 3.93515 0.39417 -0.079 0.249 -0.092
C -2.45744 5.12317 0.94603 -0.283 0.112 -0.003
C -3.72325 5.60946 0.64703 0.227 -0.056 0.078
C -4.55909 4.90300 -0.20003 -0.009 -0.144 -0.105
C -4.13684 3.70835 -0.76838 -0.253 0.302 0.144
C -2.87594 3.19790 -0.50196 -0.333 0.372 -0.148
N -2.40734 2.07118 -1.04881 0.651 -0.264 0.326
C -1.20339 1.60368 -0.80250 -0.402 -0.081 -0.227
P -0.49690 0.19263 -1.69872 0.185 0.470 -1.008
C 0.45789 1.06415 -3.00657 -0.038 -0.239 0.172
C -1.80206 -0.72726 -2.71372 0.148 -0.195 0.315
C -2.38253 -1.84589 -1.84616 0.122 0.038 0.172
C -2.87587 0.24856 -3.18174 0.001 0.178 0.154
C -1.13496 -1.33088 -3.95070 0.188 0.118 0.080
C 1.76302 1.84250 2.20259 -0.066 -0.347 -0.207
C 1.53398 3.22986 2.79325 -0.043 -0.028 -0.187
C 0.91029 0.83018 2.95718 -0.066 -0.062 -0.266
C 3.24961 1.46627 2.26231 -0.003 -0.025 -0.280
H 1.90776 3.99521 0.18490 -0.023 -0.017 0.022
H 2.06273 3.20415 -1.38935 -0.021 -0.003 -0.044
H 3.30829 2.94413 -0.16631 0.089 0.040 0.017
H -1.80058 5.66433 1.61010 0.071 -0.007 0.062
H -4.03971 6.54878 1.07315 -0.065 0.056 0.026
H -5.53445 5.29306 -0.44292 -0.112 0.011 -0.017
H -4.76759 3.17256 -1.46052 -0.050 -0.063 -0.084
H -0.21671 1.64695 -3.63470 -0.053 -0.015 0.045
H 0.99601 0.34153 -3.61870 0.011 0.037 0.004
H 1.18215 1.72765 -2.53774 -0.063 -0.052 -0.076
H -3.40683 -2.06308 -2.13985 -0.087 0.000 -0.056
H -2.36086 -1.54249 -0.79997 -0.079 -0.207 -0.013
H -1.80658 -2.76343 -1.94669 0.086 -0.017 0.016
H -3.36382 0.73569 -2.34247 -0.080 -0.040 -0.216
H -3.62623 -0.30156 -3.74366 -0.042 -0.166 -0.151
H -2.46335 1.01659 -3.83370 -0.004 0.088 -0.054
H -0.22216 -1.86209 -3.69634 0.069 -0.083 -0.078
H -0.92109 -0.57549 -4.70124 0.087 0.041 -0.102
H -1.82169 -2.05086 -4.39050 -0.112 -0.058 -0.017
H 0.52699 3.58391 2.57634 0.002 0.037 0.097
H 2.25377 3.95171 2.41724 0.051 0.129 -0.031
H 1.65184 3.17537 3.87446 0.043 -0.016 0.112
H -0.08218 1.24378 3.08651 -0.032 -0.030 -0.015
H 1.33087 0.62655 3.93993 0.098 0.044 0.133
H 0.80279 -0.11905 2.41694 -0.066 0.228 0.298
H 3.87388 2.30231 1.95814 0.126 0.046 -0.046
H 3.47239 0.61610 1.61229 0.115 0.035 0.080
H 3.53128 1.20138 3.27894 -0.034 -0.001 0.163
N -0.66832 -7.75337 -1.24420 -0.132 -0.520 -0.065
C -0.38628 -6.64894 -1.14401 -0.026 -0.166 -0.083
C -0.04842 -5.27932 -0.98743 0.147 0.594 0.162
C -0.34773 -4.64447 0.21705 0.156 0.104 -0.130
C -0.03096 -3.30677 0.37785 0.059 -0.009 0.144
C 0.56725 -2.59818 -0.65176 -0.143 0.029 0.020
C 0.92033 -3.24213 -1.82815 -0.032 0.047 -0.071
C 0.59681 -4.57995 -2.00519 -0.002 -0.046 0.110
H -0.81506 -5.19860 1.01771 -0.051 -0.067 0.039
H -0.25632 -2.81236 1.31977 -0.028 -0.050 -0.168
H 1.43683 -2.71762 -2.62331 -0.059 0.032 0.052
H 0.84003 -5.09073 -2.92474 0.030 -0.028 -0.094
C 3.43278 -2.82808 3.13039 0.497 -0.594 0.856
C 2.79593 -2.13449 2.07071 -0.614 0.931 -1.345
N 2.30278 -1.55434 1.21153 0.052 -0.309 0.635
H 3.07463 -2.45606 4.09087 -0.012 -0.005 -0.025
H 4.51018 -2.67817 3.07441 0.027 -0.010 0.010
H 3.21576 -3.89281 3.05451 0.015 -0.033 0.036
O -1.63159 -0.28583 1.06641 0.227 -0.375 -0.583
C -2.59215 -0.18100 1.95566 -0.519 -0.089 0.402
C -2.35242 0.74558 3.13339 0.019 -0.027 0.510
C -2.51722 2.10019 3.12959 0.091 -0.466 -0.054
C -2.22591 2.70478 4.37267 0.111 0.028 0.104
C -1.84261 1.80188 5.30971 0.132 -0.352 -0.049
S -1.83072 0.19354 4.69727 -0.216 0.543 -0.317
C -4.02524 0.12696 1.44361 0.485 -0.034 -0.447
C -5.05420 0.71372 2.16049 -0.645 0.148 -0.064
C -6.19853 0.92796 1.39011 -0.037 0.051 0.288
C -6.06161 0.47590 0.10557 0.346 -0.205 -0.013
S -4.52812 -0.21578 -0.17873 -0.215 0.161 0.291
C -3.21026 -1.51691 2.42384 0.415 0.006 -0.413
C -3.90739 -1.82811 3.57495 -0.339 -0.546 0.290
C -4.17247 -3.19851 3.68352 -0.118 0.084 0.259
C -3.73724 -3.91096 2.60007 0.048 0.307 -0.358
S -2.98580 -2.92086 1.42760 -0.125 0.122 0.367
H -2.85729 2.64847 2.27024 -0.138 0.038 -0.142
H -2.31989 3.76010 4.55709 0.019 0.175 0.092
H -1.57223 1.98240 6.33058 0.061 0.053 0.247
H -4.97204 0.99548 3.19312 0.057 0.046 0.179
H -7.08748 1.39516 1.76841 -0.224 0.123 0.033
H -6.78253 0.52527 -0.68604 -0.201 0.012 -0.193
H -4.20249 -1.11244 4.32022 -0.002 0.130 0.047
H -4.65136 -3.64258 4.53705 -0.117 -0.117 0.117
H -3.81279 -4.96586 2.42475 -0.064 -0.278 0.038
C 4.94092 1.77785 -3.13670 -0.268 0.455 -0.087
N 5.42751 0.42297 -3.00196 -0.257 -0.257 0.066
C 6.87024 0.31342 -3.12670 0.440 -0.121 -0.064
C 4.65075 -0.52354 -2.45290 -0.095 -0.544 -0.217
S 3.29834 -0.00028 -1.53909 -0.435 0.448 0.474
N 4.91858 -1.82018 -2.63382 0.122 0.375 0.030
C 4.32143 -2.85060 -1.82015 -0.200 -0.297 0.394
C 5.66905 -2.33205 -3.76319 0.269 -0.116 -0.314
H 5.50556 2.26911 -3.92663 0.023 -0.009 -0.011
H 5.06189 2.34435 -2.21023 0.039 0.014 -0.009
H 3.88713 1.76984 -3.40678 0.062 0.068 -0.030
H 7.32828 1.15490 -2.60213 -0.041 -0.051 0.007
H 7.17980 0.35895 -4.17223 0.005 -0.034 0.025
H 7.23972 -0.60336 -2.67929 -0.032 -0.034 0.007
H 3.74931 -2.41221 -1.00330 0.092 -0.081 -0.090
H 5.10788 -3.48662 -1.41120 0.023 -0.022 0.008
H 3.65921 -3.47683 -2.41996 0.011 0.027 -0.001
H 5.81414 -1.55805 -4.51021 0.017 -0.013 -0.004
H 5.09532 -3.14440 -4.21428 0.011 0.057 0.012
H 6.63532 -2.73737 -3.45753 0.009 0.045 -0.024

81
Properties=species:S:1:pos:R:3:forces:R:3 method="wB97M-V/def2-TZVPD" lumo_ev=-6.88 charge=+2
Ti -0.13799 0.26405 0.57306 0.057 -0.077 0.063
C -4.23185 1.33094 2.05148 0.004 0.009 -0.005
C -3.91779 1.41257 0.59171 0.015 0.069 0.008
N -4.93221 1.41997 -0.25985 -0.032 -0.008 0.054
C -4.72387 1.55274 -1.56814 0.039 -0.020 -0.072
C -3.47396 1.74096 -2.12373 0.045 0.021 -0.024
C -3.28661 1.92330 -3.60218 -0.043 -0.007 0.000
O -2.21694 1.07482 -4.02663 0.021 0.020 0.024
C -2.38273 1.71892 -1.24801 -0.026 -0.023 0.157
C -1.04654 2.04233 -1.70608 0.055 0.004 -0.010
N 0.03075 1.69703 -1.09813 -0.333 -0.140 -0.051
C 1.25522 2.18522 -1.64621 0.081 -0.037 -0.036
C 1.54916 2.04465 -2.99676 -0.014 -0.010 0.021
C 2.74930 2.53088 -3.49098 0.014 -0.001 0.003
C 3.65738 3.14969 -2.64237 -0.003 0.002 -0.006
C 3.37254 3.28757 -1.29038 0.005 0.001 0.032
C 2.17198 2.79806 -0.80568 -0.029 -0.015 -0.047
I 1.65700 2.93056 1.20722 0.036 -0.043 -0.063
C -2.59906 1.50514 0.11395 -0.153 0.055 -0.045
O -1.54217 1.37681 0.95068 0.200 -0.293 0.088
H -5.27724 1.06287 2.17509 -0.002 0.006 -0.004
H -3.60369 0.60545 2.55928 -0.025 -0.016 0.006
H -4.06623 2.30096 2.52599 0.017 -0.006 0.006
H -5.60491 1.51647 -2.19921 -0.002 0.001 0.005
H -4.21656 1.66825 -4.11328 -0.004 0.015 0.003
H -3.05905 2.97165 -3.82988 0.010 -0.002 -0.005
H -2.17848 1.09079 -4.98927 -0.012 -0.007 0.000
H -0.95924 2.67394 -2.58580 -0.018 -0.008 -0.028
H 0.84036 1.54299 -3.64561 -0.004 0.005 -0.003
H 2.97844 2.42607 -4.54271 -0.003 -0.003 0.000
H 4.59198 3.53124 -3.03003 -0.002 0.001 -0.002
H 4.07523 3.77571 -0.62893 -0.002 0.003 -0.001
C 0.80908 1.57260 4.35459 -0.027 0.002 -0.023
C 1.09893 0.39919 3.45584 -0.019 0.042 -0.076
C 2.39594 0.07016 3.03899 0.024 -0.019 0.005
C 3.59485 0.86704 3.48022 -0.004 -0.010 -0.008
C 2.60559 -1.05469 2.22060 -0.011 0.010 0.014
C 4.01643 -1.41336 1.83520 -0.001 -0.001 0.004
C 1.53224 -1.88655 1.86123 -0.032 0.004 0.008
C 1.74641 -3.11396 1.01370 0.022 -0.010 0.040
C 0.25131 -1.63763 2.39123 -0.074 -0.032 -0.070
C -0.78715 -2.73970 2.38252 -0.008 0.022 -0.032
C 0.01811 -0.44341 3.11166 -0.151 0.042 -0.067
C -1.34270 -0.17681 3.70595 0.036 -0.003 0.048
H 0.16700 2.30738 3.85859 0.001 0.002 0.017
H 1.70286 2.07753 4.70068 0.004 0.010 -0.010
H 0.26303 1.24387 5.23958 0.008 -0.005 0.007
H 4.06388 0.38576 4.34279 0.011 0.003 -0.004
H 3.35196 1.88444 3.76619 -0.002 -0.006 0.010
H 4.34850 0.92555 2.69797 0.001 -0.001 -0.002
H 4.62604 -1.53349 2.73244 -0.003 0.007 0.006
H 4.49022 -0.62678 1.24435 0.017 -0.013 0.010
H 4.07761 -2.33900 1.27404 0.003 0.003 0.003
H 2.13521 -3.93836 1.61693 -0.008 -0.013 -0.012
H 2.46458 -2.92940 0.21696 -0.008 -0.004 0.021
H 0.81736 -3.44851 0.55763 -0.018 -0.007 0.007
H -1.42357 -2.74366 1.49804 0.007 -0.005 0.008
H -1.43115 -2.66485 3.25448 -0.002 0.000 -0.001
H -0.29471 -3.70785 2.43783 0.011 -0.007 -0.004
H -1.37308 -0.51834 4.74442 0.005 -0.006 -0.002
H -2.12265 -0.70163 3.16318 -0.005 0.001 0.004
H -1.58253 0.88393 3.70148 -0.006 -0.015 -0.001
O -1.28078 -0.94041 -0.04528 0.083 0.426 -0.015
C -1.60762 -1.70674 -1.11365 0.036 -0.123 -0.137
C -2.92609 -2.10374 -1.28349 0.042 0.026 0.054
C -3.25370 -2.88975 -2.37286 0.001 -0.008 -0.018
C -2.27454 -3.27341 -3.28508 -0.016 -0.014 -0.011
C -0.96611 -2.86722 -3.11140 0.023 0.012 0.020
C -0.60988 -2.07541 -2.01820 -0.070 0.022 0.044
C 0.74770 -1.60706 -1.79152 0.016 0.077 0.001
N 1.13176 -0.72123 -0.87180 0.250 0.093 0.158
C 2.49772 -0.55096 -1.01819 -0.002 0.001 -0.060
C 2.93716 -1.33708 -2.02764 0.010 0.009 0.017
N 1.82470 -1.99050 -2.50239 -0.018 -0.030 -0.005
H -3.66988 -1.78866 -0.56283 0.001 -0.002 -0.002
H -4.27777 -3.20661 -2.51580 -0.001 0.001 0.005
H -2.53745 -3.88775 -4.13463 -0.001 0.002 0.001
H -0.22522 -3.16464 -3.84311 0.001 0.005 -0.001
H 3.06098 0.12158 -0.39504 -0.017 0.013 -0.017
H 3.91761 -1.48894 -2.44268 0.001 0.002 -0.001
H 1.81955 -2.67356 -3.24240 -0.001 -0.002 0.000

Short version: DFT total energy = -123941.00217 -80204.84151 eV, in the order given.
Short version: ΔE to the lowest compared entry with this formula, charge and spin = 0.482 0.589 eV, in the order given.
Short version: largest force on an atom = 1.75 0.43 eV Å⁻¹, in the order given.